(1)
The following is a quantum chemistry calculation of a structure of composition H2NO3S, from the Open Molecules 2025 dataset.

Net charge: -1
Frontier orbital gap (spin up / spin down): 7.1 / 7.1 eV
LUMO energy (spin up / spin down): 3.99 / 3.99 eV
F_max: 3.93 eV/Å

The geometry in XYZ format:
```
7
Properties=species:S:1:pos:R:3:lowdin_charge:R:1
N 0.08094 0.67515 -0.51550 -0.20
O 0.40463 2.09491 2.10288 -0.56
O 0.15806 -0.26475 2.25362 -0.57
O -0.94098 -0.25243 -0.17224 -0.27
S 0.95175 0.83973 1.65757 0.68
H 0.87028 0.17334 -0.82668 -0.05
H -1.17763 -0.25394 0.73794 -0.01
```

(2)
The following is a quantum chemistry calculation of a structure of composition C5H6N2O, from the Open Molecules 2025 dataset.

Net charge: 0
Frontier orbital gap: 9.2 eV
LUMO energy: 0.61 eV
F_max: 7.29 eV/Å

The geometry in XYZ format:
```
14
Properties=species:S:1:pos:R:3:lowdin_charge:R:1
C 1.94936 -0.14207 0.44443 -0.13
C 1.40689 1.19126 -0.16538 -0.11
C -0.00990 0.60805 -0.18197 -0.28
C -1.49121 -1.05999 0.12288 -0.02
C -0.07374 -0.74342 -0.13299 -0.33
H 1.87749 -0.32099 1.91351 0.23
H 3.32498 -0.18668 0.02523 0.19
H 1.41213 2.22288 0.61220 0.19
H 1.91260 1.47528 -1.02432 0.06
H -1.62640 1.94421 0.37930 0.21
H -1.74299 -2.07848 -0.04498 0.08
N -1.29348 1.02684 -0.17808 -0.06
N -2.27353 0.14184 0.21478 0.03
O 1.14036 -1.29499 -0.32994 -0.06
```

(3)
The following is a quantum chemistry calculation of an isolated molecule of C3H7N5, from the Open Molecules 2025 dataset.

SMILES string: [H]/N=C/N(/C=N/[H])/C=N/N
Net charge: 0
Frontier orbital gap: 8.8 eV
LUMO energy: 0.82 eV
F_max: 5.67 eV/Å

The geometry in XYZ format:
```
15
Properties=species:S:1:pos:R:3:lowdin_charge:R:1
C -0.66468 0.42661 0.27888 -0.18
C 0.86815 -0.94164 -1.02983 -0.26
C 1.42573 -0.33184 1.22266 -0.28
H -2.89746 1.66889 -1.44283 0.11
H -2.97412 1.58443 0.34081 0.15
H -1.03266 0.39563 1.30333 0.11
H 1.89887 -1.46175 -0.94703 0.13
H 0.56808 -1.84162 -2.59346 0.04
H 2.27626 -0.98089 0.85514 0.12
H 2.12580 -0.25891 2.89885 0.10
N -2.35540 1.63327 -0.56645 -0.04
N -1.20658 1.10340 -0.68263 -0.06
N 0.59859 -0.12359 0.07353 -0.09
N 0.13987 -1.04771 -2.09669 0.08
N 1.22955 0.17573 2.38573 0.07
```

(4)
The following is a quantum chemistry calculation of an isolated molecule of C24H23N3O4S, from the Open Molecules 2025 dataset.

SMILES string: C=CCOC(=O)C1=C(C)OC(N)=C(C#N)[C@H]1c1ccc(OC)c(CSc2ccccn2)c1
Net charge: 0
Frontier orbital gap: 8.5 eV
LUMO energy: 0.55 eV
F_max: 1.29 eV/Å

The geometry in XYZ format:
```
55
Properties=species:S:1:pos:R:3:lowdin_charge:R:1
C -3.16423 -2.50122 0.93921 0.03
C -4.44744 -2.23060 0.80357 -0.13
C -5.03700 -0.85347 0.70467 -0.17
H -5.70743 -0.66648 1.54945 0.13
H -5.60386 -0.77168 -0.23202 0.13
O -4.05921 0.17786 0.75413 -0.01
C -3.44158 0.46481 -0.40295 -0.44
O -3.74780 -0.02749 -1.46054 0.14
C -2.33506 1.43223 -0.24060 -0.02
C -2.32906 2.41865 0.66339 -0.20
O -1.30260 3.32142 0.76532 0.09
C -0.21994 3.18439 -0.04720 -0.30
C -0.11246 2.22519 -0.99371 -0.14
C 1.03939 2.15917 -1.78434 -0.20
N 1.98731 2.13056 -2.43549 0.18
C -1.18600 1.18078 -1.19740 -0.15
C -0.64940 -0.21282 -0.94019 -0.19
C -0.93871 -1.25966 -1.79816 -0.02
C -0.47868 -2.53852 -1.53478 0.00
C 0.30300 -2.78544 -0.41432 -0.25
C 0.61040 -1.72738 0.45745 -0.22
C 0.11827 -0.46315 0.18977 0.02
H 0.36048 0.34140 0.86854 0.12
C 1.52958 -1.96465 1.60546 -0.38
H 1.50972 -1.14972 2.32489 0.08
H 1.34823 -2.92663 2.08093 0.08
S 3.25220 -2.07308 0.97938 0.98
C 3.59694 -0.37789 0.66629 -0.60
N 2.81865 0.52978 1.23146 0.05
C 3.08568 1.80606 1.01033 -0.16
C 4.13314 2.24070 0.22035 -0.08
C 4.95080 1.28217 -0.36705 -0.07
C 4.68740 -0.05226 -0.14099 -0.09
H 5.28779 -0.83701 -0.57252 0.10
H 5.77729 1.57682 -0.99654 0.11
H 4.30764 3.29325 0.06418 0.10
H 2.41845 2.50545 1.49807 0.09
O 0.81176 -4.00230 -0.07315 -0.10
C 0.58863 -5.09024 -0.93412 -0.08
H 1.10626 -5.93399 -0.48012 0.09
H 1.00333 -4.90596 -1.92998 0.10
H -0.47792 -5.32389 -1.02163 0.09
H -0.72894 -3.33287 -2.21951 0.11
H -1.54147 -1.08351 -2.67562 0.12
H -1.56587 1.21720 -2.22727 0.16
N 0.74766 4.10562 0.24718 0.18
H 1.47410 4.23059 -0.43812 0.10
H 0.44576 4.92280 0.75163 0.11
C -3.40226 2.73911 1.65314 0.02
H -3.30752 2.09420 2.52481 0.10
H -4.38780 2.58537 1.22578 0.09
H -3.29329 3.77382 1.96945 0.09
H -5.18656 -3.01780 0.74633 0.10
H -2.80436 -3.51340 0.99552 0.06
H -2.41516 -1.72890 0.99373 0.06
```

One value per record, in order, for energy above the lowest of the compared OMol25 structures with the same formula, charge and spin: 329.2 630.4 267.6 330.4 kJ/mol.
One value per record, in order, for energy: -679.82042 -378.63083 -392.19714 -1791.74838 a.u..